Entry from the OMol25 dataset: a molecular structure, C22H14BrCrI2N2Se (ωB97M-V with the def2-TZVPD basis set).

Last column: Mulliken spin population.
Positions of all 43 atoms, in Å:
Cr: 0.410 -0.876 0.213  2.746
Br: -0.060 1.664 0.791  -0.024
C: -0.002 1.331 2.660  -0.016
C: -0.443 2.268 3.543  0.002
C: -0.307 2.010 4.922  -0.003
C: 0.291 0.861 5.350  0.003
C: 0.763 -0.105 4.429  -0.005
C: 1.442 -1.270 4.858  0.013
C: 1.925 -2.165 3.951  0.000
C: 1.699 -1.978 2.570  0.075
C: 1.016 -0.880 2.096  -0.190
C: 0.584 0.105 3.038  -0.082
H: -0.876 3.196 3.197  0.001
H: -0.663 2.742 5.634  0.000
H: 0.423 0.674 6.409  0.000
H: 1.584 -1.426 5.920  0.001
H: 2.465 -3.043 4.280  -0.001
H: 2.074 -2.731 1.891  -0.032
I: 0.445 -3.365 -0.524  0.149
I: 3.657 -3.837 -0.340  0.759
N: -6.881 -1.156 -0.606  0.012
C: -5.739 -1.105 -0.483  -0.006
C: -4.315 -1.038 -0.326  0.022
C: -3.728 -1.490 0.853  -0.032
C: -2.351 -1.434 0.997  0.121
C: -1.564 -0.913 -0.026  -0.329
C: -2.155 -0.459 -1.202  0.108
C: -3.530 -0.524 -1.356  -0.025
H: -4.348 -1.893 1.643  -0.001
H: -1.898 -1.806 1.908  -0.008
H: -1.551 -0.055 -2.006  -0.014
H: -3.999 -0.180 -2.268  -0.001
Se: 1.811 -0.185 -1.596  -0.230
C: 2.924 1.034 -0.617  0.019
C: 2.866 2.407 -0.814  -0.010
C: 3.730 3.214 -0.090  0.007
N: 4.611 2.752 0.791  -0.016
C: 4.664 1.435 0.964  0.007
C: 3.856 0.534 0.284  -0.004
H: 2.166 2.845 -1.514  -0.001
H: 3.705 4.291 -0.224  0.000
H: 5.394 1.073 1.679  0.000
H: 3.951 -0.531 0.455  -0.014

Summary:
HOMO-LUMO gap (spin up / spin down) in eV: 5.864 / 6.707
Lowest unoccupied orbital energy (spin up / spin down) in eV: -2.51 / -2.24
2S+1: 4
Total charge: 0
Expectation value of S²: 4.042



Entry from the OMol25 dataset: a single C22H14Cl2F2N2O4S2 molecule (ωB97M-V with the def2-TZVPD basis set).

Last column: Mulliken charge in e.
Positions of all 48 atoms, in Å:
O: 0.083 -2.579 -1.268  -0.610
C: 0.387 -1.670 -0.498  -0.293
C: -0.361 -0.447 -0.592  -0.079
C: -1.579 -0.384 -1.242  -0.746
C: -2.272 0.878 -1.379  1.315
C: -2.802 1.139 -2.661  -0.988
C: -3.450 2.356 -2.918  -0.543
C: -3.503 3.352 -1.918  -0.953
C: -2.961 3.056 -0.647  1.039
C: -2.351 1.836 -0.319  -0.879
N: -1.958 1.867 1.037  0.435
C: -1.781 0.753 1.960  -1.889
C: -0.378 0.512 2.403  1.080
C: 0.614 1.526 2.352  -0.345
C: 1.886 1.232 2.862  -0.612
C: 2.183 -0.002 3.502  0.429
F: 3.415 -0.293 3.941  -0.321
C: 1.155 -0.958 3.551  0.290
F: 1.357 -2.182 4.077  -0.365
C: -0.114 -0.716 3.009  -0.473
C: -2.255 3.150 1.523  0.061
O: -1.887 3.548 2.618  -0.624
C: -2.936 4.027 0.504  -0.531
N: 1.499 -1.682 0.278  -0.039
S: 2.460 -3.033 0.237  1.271
O: 1.791 -4.288 0.610  -0.662
O: 3.544 -2.736 1.175  -0.682
C: 3.136 -3.065 -1.460  -0.072
C: 2.669 -3.697 -2.599  -0.151
C: 3.587 -3.574 -3.748  -0.097
Cl: 3.300 -4.229 -5.306  -0.183
C: 4.707 -2.856 -3.414  0.326
Cl: 6.087 -2.484 -4.422  -0.160
S: 4.659 -2.308 -1.756  -0.179
H: 0.106 0.417 -0.178  0.913
H: -1.924 -1.304 -1.729  0.476
H: -2.827 0.439 -3.452  0.510
H: -3.902 2.529 -3.900  0.370
H: -3.986 4.287 -2.131  0.485
H: -2.409 0.960 2.841  0.484
H: -2.106 -0.160 1.523  0.504
H: 0.417 2.524 1.956  0.365
H: 2.689 1.935 2.853  0.454
H: -0.851 -1.512 3.050  0.414
H: -3.944 4.272 0.830  0.321
H: -2.367 4.925 0.274  0.325
H: 1.485 -1.196 1.179  0.099
H: 1.686 -4.161 -2.611  0.510

Summary:
HOMO-LUMO gap in eV: 8.236
SMILES: O=C(/C=C/c1cccc2c1N(Cc1ccc(F)c(F)c1)C(=O)C2)NS(=O)(=O)c1cc(Cl)c(Cl)s1
Lowest unoccupied orbital energy in eV: -0.67
2S+1: 1
Total charge: 0



Entry from the OMol25 dataset: a molecular structure, C22H15BF7InN4S5 (ωB97M-V with the def2-TZVPD basis set).

Last column: Mulliken charge in e.
Positions of all 55 atoms, in Å:
In: -0.419 0.110 0.152  1.065
S: 0.086 -0.448 2.692  -0.461
C: 1.857 -0.471 2.512  0.374
N: 2.610 -0.180 3.522  -0.674
N: 3.987 -0.098 3.299  -0.137
C: 4.444 0.982 2.514  0.631
C: 3.622 1.846 1.816  -0.324
C: 4.124 2.845 0.967  -0.286
C: 5.500 3.017 0.790  -0.833
C: 6.330 2.184 1.566  -0.229
C: 5.842 1.183 2.371  -0.725
N: 2.523 -0.764 1.315  -0.600
N: 1.878 -0.710 0.274  0.946
C: 2.743 -0.928 -0.916  -0.462
C: 3.299 0.224 -1.489  0.513
C: 4.131 0.112 -2.547  -0.909
C: 4.397 -1.143 -3.118  -0.461
C: 3.854 -2.275 -2.539  -0.693
C: 3.010 -2.153 -1.441  -0.335
H: 4.368 -0.003 4.249  0.318
H: 2.557 1.755 1.936  0.500
H: 3.408 3.433 0.403  0.255
H: 5.924 3.719 0.111  0.448
H: 7.421 2.323 1.591  0.293
H: 6.512 0.496 2.897  0.316
H: 2.979 1.190 -1.066  0.216
H: 4.379 1.034 -3.049  0.356
H: 5.056 -1.211 -3.988  0.345
H: 4.021 -3.259 -2.939  0.393
H: 2.502 -3.007 -1.003  0.647
S: -0.100 0.461 -2.304  -0.324
S: -0.558 2.445 -2.316  -0.145
S: 0.790 3.317 -1.048  -0.187
S: 0.331 2.514 0.803  -0.168
F: -10.000 0.674 -1.700  -0.267
C: -9.497 -0.109 -0.721  0.932
F: -10.261 0.151 0.383  -0.278
F: -9.821 -1.406 -1.113  -0.263
C: -8.031 0.094 -0.395  0.205
C: -7.432 -0.291 0.789  -0.538
C: -6.081 -0.254 0.939  -0.570
C: -5.206 0.065 -0.142  0.741
C: -5.824 0.284 -1.377  -0.517
C: -7.191 0.313 -1.512  -0.680
C: -3.788 0.217 -0.031  -0.181
C: -2.580 0.242 0.124  -0.850
H: -8.037 -0.690 1.548  0.413
H: -5.591 -0.517 1.862  0.445
H: -5.157 0.395 -2.230  0.423
H: -7.601 0.433 -2.467  0.409
F: -0.662 -2.284 -0.312  -0.362
B: -0.257 -3.633 0.005  0.448
F: -0.891 -4.081 1.144  -0.382
F: -0.642 -4.423 -1.036  -0.355
F: 1.140 -3.718 0.225  -0.440

Summary:
HOMO-LUMO gap in eV: 6.467
Relative energy (zero: lowest compared OMol25 entry of this formula, charge and spin) in kJ/mol: 0.0
Lowest unoccupied orbital energy in eV: 4.14
2S+1: 1
Total charge: -2



| no. | maximum force (eV Å⁻¹) | energy (hartree) |
| --- | --- | --- |
| 1 | 0.216 | -7571.515065 |
| 2 | 4.335 | -3173.674669 |
| 3 | 2.637 | -3971.678392 |